Record 1
A structure of composition C4H8N2O, computed with wB97M-V/def2-TZVPD.

As for the total energy: -9302.4804 eV. The relative energy (zero: lowest compared OMol25 entry of this formula, charge and spin) is 377.5 kJ/mol. The value obtained for the HOMO energy is -7.39 eV. The maximum force comes out at 0.4 eV/Å. As for the gap between HOMO and LUMO: 7.74 eV.

Positions of all 15 atoms, in Å:
O 0.17645 -1.73283 -0.19695
N -2.08912 -1.16216 0.45173
N -0.94643 1.36852 -0.35648
C 0.86916 -0.51747 -0.63636
C -0.49449 0.08398 -0.98072
C 1.66378 0.07179 0.51482
C -1.00637 -1.00714 -0.20508
H 2.47897 -0.59652 0.80882
H 1.02245 0.21751 1.39419
H -1.71156 1.11452 0.29593
H -0.21602 1.85701 0.17571
H 2.11211 1.03404 0.23289
H 1.52570 -0.75381 -1.48229
H -2.06287 -2.00370 1.02374
H -1.32178 2.02625 -1.03994

Calculated atomic charges, method Mulliken, unit e: atom 1 (O): -0.419, atom 2 (N): -0.826, atom 3 (N): -0.245, atom 4 (C): 0.525, atom 5 (C): -0.666, atom 6 (C): -1.505, atom 7 (C): 0.545, atom 8 (H): 0.337, atom 9 (H): 0.357, atom 10 (H): 0.365, atom 11 (H): 0.297, atom 12 (H): 0.337, atom 13 (H): 0.303, atom 14 (H): 0.238, atom 15 (H): 0.355

Record 2
A cluster of 2 separate species, C4H12NO2 in total at a distorted geometry, computed with wB97M-V/def2-TZVPD.

As for the total energy: -9923.1322 eV. The relative energy (zero: lowest compared OMol25 entry of this formula, charge and spin) is 86.1 kJ/mol. The value obtained for the HOMO energy (alpha / beta) is 4.37 / -0.40 eV. Its spin multiplicity is 2. The maximum force comes out at 1.3 eV/Å. As for the charge: -2. As for the gap between HOMO and LUMO (alpha / beta): 2.30 / 6.93 eV.

Positions of all 19 atoms, in Å:
O -1.32789 1.71490 -3.04387
O -1.35583 0.13375 -1.01028
N 0.99514 -1.64708 0.16005
C -0.31821 0.24874 1.25536
C -1.03297 0.94931 0.04848
C 2.20980 -0.82884 0.26970
C -0.11269 -1.22786 1.03167
H -1.23408 0.95725 -2.36169
H 0.55520 0.84145 1.56789
H 2.95786 -1.19575 -0.44586
H 0.63714 -1.58968 -0.77854
H -1.95386 1.45273 0.45327
H -1.04436 -1.56883 0.58254
H -0.98610 0.30454 2.13694
H -0.37396 1.78523 -0.27029
H 2.51588 -0.79636 1.32874
H -2.16496 2.10356 -2.77962
H 2.05750 0.18902 -0.10213
H -0.02362 -1.82609 1.95763

Calculated atomic charges, method Mulliken, unit e: atom 1 (O): -0.674, atom 2 (O): -0.813, atom 3 (N): 0.101, atom 4 (C): -0.758, atom 5 (C): -0.524, atom 6 (C): -3.811, atom 7 (C): -1.445, atom 8 (H): 0.397, atom 9 (H): 0.827, atom 10 (H): 1.785, atom 11 (H): 0.308, atom 12 (H): 0.217, atom 13 (H): 0.251, atom 14 (H): 0.382, atom 15 (H): 0.202, atom 16 (H): 0.368, atom 17 (H): 0.236, atom 18 (H): 0.240, atom 19 (H): 0.713